Below is one molecule with the formula C12H12, with properties calculated with ωB97M-V with the def2-TZVPD basis set.

SMILES string: CC1=C=CC2=C[C@H]2CC2=C(C)[C@@H]12
Energy relative to the best compared isomer or geometry (same formula, charge and spin) in kcal/mol: 188.63
LUMO energy in eV: 0.9
Gap between HOMO and LUMO in eV: 8.9
DFT total energy in Eh: -464.171461

CARTESIAN COORDINATES (ANGSTROEM)
C 0.85 -1.39 2.72
C 0.14 -0.85 1.51
C -0.38 -1.48 0.45
C -0.82 -1.52 -0.77
C 0.10 -0.97 -1.68
C 0.41 -0.29 -2.74
C 1.39 -0.23 -1.64
C 1.49 1.16 -0.97
C 0.32 1.26 -0.01
C -0.97 1.02 0.17
C -2.34 1.27 -0.28
C 0.09 0.61 1.33
H 1.87 -1.56 2.42
H 0.54 -2.33 3.09
H 0.75 -0.71 3.63
H -1.76 -1.78 -1.15
H 0.01 0.15 -3.65
H 2.31 -0.76 -1.62
H 1.39 1.92 -1.73
H 2.33 1.12 -0.29
H -2.98 0.95 0.58
H -2.61 0.88 -1.25
H -2.39 2.28 -0.27
H 0.27 1.25 2.16

=====

Below is a 2-piece molecular cluster, C12H12BN5O7 overall, with properties calculated with ωB97M-V with the def2-TZVPD basis set.

LUMO energy in eV: -1.8
Gap between HOMO and LUMO in eV: 5.6
DFT total energy in Eh: -1289.354184

CARTESIAN COORDINATES (ANGSTROEM)
C -4.25 -3.82 -1.93
O -4.51 -2.53 -1.36
C -3.98 -2.27 -0.14
C -4.20 -1.00 0.46
C -3.64 -0.70 1.67
N -2.88 -1.56 2.39
B -2.41 -0.96 3.66
H -1.12 -2.55 4.01
C -2.72 -2.81 1.85
C -3.20 -3.20 0.60
H -4.80 -3.79 -2.87
H -3.18 -3.96 -2.13
H -4.63 -4.63 -1.29
H -4.80 -0.25 -0.07
H -3.77 0.24 2.16
H -1.41 -0.32 3.58
H -3.05 -1.22 4.62
H -2.17 -3.55 2.42
H -2.98 -4.22 0.19
O 2.82 -6.26 2.05
N 2.91 -5.23 2.75
O 3.99 -4.61 2.90
C 1.75 -4.69 3.43
C 1.93 -3.56 4.26
C 0.85 -2.98 4.92
N 1.06 -1.94 5.87
O 2.22 -1.53 6.11
O 0.05 -1.44 6.42
C -0.61 -3.29 4.62
C -0.63 -4.63 3.98
N -1.78 -5.34 3.68
O -2.96 -5.19 3.93
O -1.35 -6.44 2.93
N 0.02 -6.43 2.73
C 0.43 -5.27 3.35
H 2.94 -3.15 4.40
H -1.21 -3.32 5.54